Record 1
Computed, not measured: 10 unconnected molecules or ions with the total composition C28H36F8O26S2, with ωB97M-V/def2-TZVPD.

Geometry as XYZ:
```
100
Properties=species:S:1:pos:R:3:forces:R:3:lowdin_charge:R:1
H 1.154 0.429 0.908 -0.4 -1.0 0.6 0.14
C -1.944 -5.566 -1.376 0.2 0.6 1.1 -0.06
C -2.304 4.404 2.762 -0.7 1.5 4.3 -0.35
F 2.015 3.616 -6.264 1.0 0.6 -0.5 0.09
C -3.854 0.193 0.611 -0.2 -0.3 0.0 -0.34
H 3.501 2.794 -0.575 -0.3 -0.2 -0.2 0.17
O 3.213 -0.563 1.480 1.1 -0.7 1.4 0.14
H -1.317 4.660 3.148 -0.1 0.7 -0.8 0.16
C 1.593 3.583 3.335 -0.7 0.3 -0.1 -0.26
O 4.945 -1.369 2.780 0.3 0.0 -1.0 0.16
O -4.442 4.269 3.442 -3.1 0.1 -0.4 0.08
O -5.835 -0.179 -0.410 -1.2 -2.3 -1.1 0.07
C 5.494 2.197 -1.369 -0.5 0.4 -1.0 -0.05
C -5.251 -1.378 -0.173 1.3 -0.8 -1.1 -0.51
F -0.317 1.665 0.635 -0.9 0.5 0.5 0.10
H 0.262 4.602 -4.807 0.2 -0.2 0.1 0.14
H 3.403 2.425 3.522 -0.2 -0.7 0.9 0.15
O 6.544 2.845 1.810 -0.9 -0.8 -1.0 0.17
O 0.572 0.311 -4.493 -0.4 3.8 -1.0 0.13
H -1.104 3.784 -5.500 -0.4 -0.8 0.6 0.13
H 3.575 -6.792 2.042 -0.4 0.1 -0.2 0.05
H -2.865 -1.124 -3.034 -0.4 -0.1 0.0 0.03
F 5.247 -3.470 3.553 0.1 -0.8 -0.6 0.08
H 4.126 -6.396 3.605 -0.4 0.6 0.4 0.05
H -3.936 1.195 -6.076 -0.5 0.1 0.1 0.05
O -2.075 -6.852 -1.940 0.2 -0.9 -0.4 0.07
O -4.122 -1.192 0.568 -0.4 -0.2 -0.3 0.13
C 3.709 -5.939 2.707 -0.3 -0.3 -0.8 -0.25
C 5.989 2.469 0.814 0.2 0.4 0.6 -0.52
H 5.405 3.021 -2.076 -0.2 -0.1 -0.1 0.14
O -3.682 1.653 -2.463 -0.3 -0.9 -1.1 -0.57
O 0.313 -1.051 -1.292 0.0 -2.1 -0.2 0.08
H -3.998 2.793 -5.212 -0.5 -0.3 0.2 0.05
C -3.176 -4.800 -1.842 -0.4 -1.5 0.7 -0.35
F -2.238 3.477 1.869 0.1 -1.6 -2.5 0.15
H 3.707 -1.429 5.466 -0.1 0.2 -0.2 0.15
O -5.500 -2.441 -0.668 -0.7 1.0 0.6 0.16
C -3.632 1.766 -5.199 0.4 -0.3 0.1 -0.25
C -2.829 -0.466 -3.903 -0.4 0.3 1.0 -0.22
O -3.105 5.508 2.384 3.5 2.4 -2.6 0.16
H -2.552 1.840 -5.321 0.2 -0.2 0.6 0.02
H -3.912 -4.557 -1.075 0.1 -0.2 0.2 0.16
C -0.547 -1.561 -0.368 0.5 -2.4 -0.4 -0.52
S 2.057 -5.098 2.916 0.2 -1.2 0.0 0.83
H 1.945 4.373 3.999 0.2 -0.3 0.2 0.18
H 2.855 -3.398 1.426 -0.1 0.2 0.4 0.03
C 3.653 -1.082 2.483 -0.7 0.6 -0.7 -0.55
C -5.232 0.765 0.386 0.0 1.8 0.4 -0.09
O -0.950 -2.717 -0.338 0.7 2.8 -0.2 0.13
H 3.121 -2.978 4.782 0.5 -0.2 0.2 0.13
F 3.601 0.806 -0.885 0.1 0.3 0.1 0.06
C 0.431 0.322 -1.076 0.6 0.7 -2.2 -0.10
H -0.332 0.745 -1.729 -0.1 0.8 0.4 0.14
H 5.809 -1.854 4.526 0.1 -0.1 -0.1 0.17
H -5.314 1.724 -0.124 0.4 -0.1 0.1 0.14
O 1.491 1.374 3.881 -0.4 -0.6 1.1 0.07
H -0.965 -5.161 -1.631 -0.3 0.3 -0.2 0.14
O 0.258 2.614 -4.275 -1.3 -0.6 1.1 0.07
C 3.672 -2.060 4.578 -1.3 0.2 -0.8 -0.02
C -3.192 4.003 3.916 1.3 -1.2 1.6 -0.11
O -3.741 -5.724 -2.722 -1.8 -0.5 -1.5 0.14
H -3.068 4.632 4.798 0.7 0.1 0.1 0.15
O 2.922 -1.454 3.511 -1.8 0.3 0.7 0.07
H -1.866 0.033 -3.803 0.0 0.1 -0.6 0.03
H -3.059 0.414 -0.102 -0.2 0.3 -0.1 0.15
H 2.328 -4.693 0.467 -0.7 -0.4 0.0 0.07
H -2.027 -5.599 -0.290 0.3 -0.4 0.0 0.14
F -3.433 0.454 1.842 0.7 0.6 1.2 0.09
O -0.764 -0.629 0.552 0.5 1.5 1.7 0.14
O -5.306 5.679 1.890 1.3 0.3 1.2 0.16
C 4.986 -2.197 3.899 1.7 0.5 1.3 -0.34
C 2.366 2.285 3.218 -0.8 0.1 -0.6 -0.05
H 4.440 -5.288 2.229 -0.1 0.2 0.3 0.03
H 5.815 1.306 -1.909 -0.1 -0.1 0.2 0.15
H -5.788 0.820 1.322 0.3 0.1 0.3 0.15
O 0.275 3.192 3.779 1.4 2.9 -0.9 0.13
F -2.978 -3.690 -2.513 0.9 1.8 -1.2 0.10
O 6.461 2.600 -0.430 0.6 0.1 0.4 0.08
C -4.368 5.282 2.535 -2.9 -2.3 -0.6 -0.56
H 1.080 -3.631 1.354 0.1 -0.1 -0.4 0.05
C -3.111 -6.903 -2.806 0.1 -2.2 -0.7 -0.51
H 0.344 3.398 -7.408 0.3 0.0 0.1 0.17
C 4.213 1.969 -0.542 1.1 0.1 -0.5 -0.30
C 0.215 0.474 0.356 -0.9 -0.7 0.0 -0.26
H 1.415 0.700 -1.354 -0.1 -0.4 -0.3 0.13
C -0.070 3.637 -5.189 1.0 0.9 -1.4 -0.06
O -0.800 1.364 4.400 4.1 1.4 -1.1 0.12
C 0.250 1.936 4.040 -3.3 -4.3 1.7 -0.53
C 0.759 3.192 -6.421 -1.2 -0.7 1.8 -0.28
H -3.079 2.964 4.224 -0.1 0.0 -0.2 0.14
S -4.134 0.832 -3.661 1.5 0.6 -0.1 0.87
O 0.780 1.789 -6.188 0.1 -0.4 -2.6 0.14
C 2.049 -4.129 1.357 0.6 -0.4 0.5 -0.23
O 4.741 1.894 0.746 0.0 0.2 1.4 0.09
F 1.470 4.148 2.122 -0.2 0.4 -0.8 0.08
O -3.407 -7.883 -3.491 0.7 3.1 1.9 0.12
H 2.404 1.885 2.204 0.1 0.7 -0.3 0.11
H -2.968 -1.084 -4.790 0.0 0.4 -0.1 0.07
O 1.011 -6.190 2.880 1.1 1.2 -0.2 -0.56
C 0.507 1.459 -4.947 0.6 -2.5 2.0 -0.53
```
Forces are in eV/Å.

The HOMO-LUMO gap comes out at 8.8 eV. As for the lowest unoccupied orbital energy: -0.16 eV. As for the HOMO energy: -0.32975 hartree.

=====

Record 2
Computed, not measured: a molecular structure, C28H36FN6O9SScSe, with ωB97M-V/def2-TZVPD.

Geometry as XYZ:
```
83
Properties=species:S:1:pos:R:3:forces:R:3:lowdin_charge:R:1
C -3.911 -0.828 0.295 0.1 0.1 0.0 -0.20
Se 2.450 -0.225 2.132 -0.1 0.0 0.1 0.64
O -2.559 3.378 -6.119 0.0 0.0 0.0 0.07
H -4.438 4.846 -6.634 0.0 0.0 0.0 0.16
C -3.182 -3.038 -0.609 -0.1 0.1 0.0 -0.07
C 0.222 -2.621 0.621 0.1 0.2 0.0 -0.49
H 2.400 2.425 3.981 0.0 0.0 0.0 0.06
N -2.842 4.075 -3.951 0.0 0.0 0.0 0.01
H -2.311 1.107 3.746 0.0 0.0 0.0 0.05
C 2.383 1.712 4.807 0.0 0.0 0.0 -0.15
O -3.297 -0.181 -0.858 0.0 0.6 0.2 -0.14
H 4.504 -4.377 0.312 0.0 0.0 0.0 0.09
H 3.986 -6.264 1.836 0.0 0.0 0.0 0.08
C 1.945 -5.640 2.131 0.0 0.0 0.0 -0.11
H 1.707 -6.464 2.794 0.0 0.0 0.0 0.09
H -3.554 0.751 -1.032 -0.2 -0.1 0.2 0.06
H -3.275 4.776 -2.037 0.0 0.0 0.0 0.15
C -2.492 -3.943 -2.828 0.0 0.0 0.0 -0.06
C -3.062 -2.035 0.476 0.1 -0.1 0.0 -0.31
O 0.569 -1.684 -0.235 0.2 0.0 1.0 -0.20
C 1.966 0.226 -2.272 0.0 0.0 0.1 -0.43
C -3.558 4.851 -3.076 0.0 0.0 0.0 0.05
N -0.938 -2.725 1.174 0.1 0.0 -0.2 0.09
H 3.620 -0.283 -3.601 0.0 0.0 0.0 0.07
O -3.339 2.373 -1.842 -0.1 -0.1 -0.1 0.00
C 0.970 -4.705 1.821 0.0 0.0 0.0 -0.03
N -1.774 -1.658 0.821 -0.2 -0.1 0.6 -0.13
Sc -0.997 -0.403 -0.707 -0.3 -0.8 -1.5 0.92
H 5.926 -2.430 3.417 0.0 0.0 0.0 0.08
C -4.973 5.707 -4.858 0.0 0.0 0.0 -0.42
H 2.746 -2.692 -0.212 0.0 0.0 0.0 0.10
H 1.420 1.201 4.805 0.0 0.0 0.0 0.06
C -1.505 0.903 3.039 -0.1 0.0 0.0 -0.24
H -1.243 4.095 1.218 0.0 0.0 0.0 0.04
F -5.229 6.413 -2.594 0.0 0.0 0.0 0.07
C 3.225 -5.530 1.594 0.0 0.0 0.0 -0.14
H -0.030 -4.773 2.227 0.0 0.0 0.0 0.10
O -0.835 1.320 0.534 0.0 0.4 0.3 -0.57
H -1.736 3.777 2.904 0.0 0.0 0.0 0.02
C -1.778 3.212 -3.437 0.0 0.0 -0.1 -0.02
C 4.466 0.498 5.548 0.0 0.0 0.0 -0.12
H 5.329 -1.542 1.985 0.0 0.0 0.0 0.08
C 2.537 -3.531 0.437 0.0 0.0 0.0 -0.06
H -3.865 -0.139 1.148 0.0 -0.1 0.0 0.08
O -1.443 1.229 -2.246 -0.1 0.1 -0.3 -0.05
O -5.862 6.389 -5.332 0.0 0.0 0.0 0.07
O 0.812 0.018 -1.990 0.1 0.3 -0.2 0.00
C 2.790 1.193 -1.468 0.0 0.0 0.0 -0.01
H 4.565 1.058 6.459 0.0 0.0 0.0 0.09
C 1.255 -3.633 0.974 0.0 0.0 -0.1 -0.14
C -2.265 2.148 -2.436 0.2 0.2 0.4 -0.61
H 3.805 1.301 -1.845 0.0 0.0 0.0 0.07
N 3.445 0.738 4.652 0.1 0.0 -0.1 -0.13
C -4.560 5.646 -3.473 0.0 0.0 0.0 -0.19
H -1.288 2.740 -4.281 0.0 0.0 0.0 0.12
S -1.830 1.841 1.558 0.1 -0.1 -0.1 0.67
O -1.523 -1.968 -1.943 -0.2 -0.1 -0.1 -0.16
H -0.105 3.277 2.339 0.0 0.0 0.0 0.04
H 2.522 2.236 5.749 0.0 0.0 0.0 0.04
H 2.819 0.850 -0.430 0.0 0.0 0.0 0.02
H 6.093 -0.989 5.426 0.0 0.0 0.0 0.10
H -1.704 -4.694 -2.712 0.0 0.0 0.0 0.07
H 1.987 -0.317 -4.326 0.0 0.0 0.0 0.09
C -1.151 3.409 2.058 0.0 0.0 0.1 -0.28
C 2.573 -0.527 -3.430 0.0 0.0 0.0 0.00
C 5.214 -0.503 5.043 0.0 0.0 0.0 -0.08
N -4.204 4.865 -5.653 0.0 0.0 0.0 0.21
N 4.645 -0.862 3.837 -0.1 0.0 0.0 -0.14
H -3.930 -3.824 -0.589 0.0 0.0 0.0 0.07
C 3.512 -4.472 0.742 0.0 0.0 0.0 -0.13
H -3.457 -4.455 -2.828 0.0 0.0 0.0 0.06
H -1.537 -0.142 2.715 0.0 0.0 0.0 0.04
H 2.462 -1.592 -3.216 0.0 0.0 0.0 0.10
C 3.549 -0.097 3.586 0.1 0.1 0.1 -0.73
H -2.341 -3.450 -3.790 0.0 0.0 0.0 0.06
C -3.150 4.040 -5.291 0.0 0.1 0.0 -0.47
H 2.287 2.162 -1.468 0.0 0.0 0.0 0.09
H 4.250 -2.649 2.831 0.0 0.0 0.0 0.07
H -4.958 -1.058 0.086 0.0 -0.1 -0.1 0.11
H -0.538 1.169 3.456 0.1 0.0 -0.1 0.03
H -1.048 3.834 -2.913 0.0 0.0 0.0 0.13
C -2.404 -2.912 -1.720 0.0 -0.2 -0.1 -0.48
C 5.066 -1.938 2.966 0.0 0.0 0.0 -0.06
```
Forces are in eV/Å.

The HOMO-LUMO gap (alpha / beta) comes out at 4.1 / 1.9 eV. As for the charge: -2. As for the lowest unoccupied orbital energy (alpha / beta): 3.97 / 3.81 eV. As for the HOMO energy (alpha / beta): -0.00642 / 0.07138 hartree. The energy above the lowest of the compared OMol25 structures with the same formula, charge and spin is 3.0451 eV.

=====

Record 3
Computed, not measured: a molecular structure, C28H36GeN4ORhS, with ωB97M-V/def2-TZVPD.

Geometry as XYZ:
```
72
Properties=species:S:1:pos:R:3:forces:R:3:lowdin_spin:R:1
C 1.643 3.641 -2.027 -0.1 0.5 -0.8 0.02
H 0.795 -0.276 -2.272 1.1 0.7 -0.2 0.01
N 2.048 2.950 -0.791 -0.8 -0.2 0.2 0.14
C -4.292 -1.858 -0.861 -0.2 0.6 -0.7 0.00
C 2.112 1.122 2.404 2.1 -1.3 1.6 0.26
H 0.178 2.960 4.664 0.5 0.0 -0.2 0.01
H 2.400 0.155 -2.310 -0.4 0.3 -0.1 0.00
H 0.762 -2.000 1.879 -0.7 -0.9 -1.0 0.00
H 0.857 -5.218 -2.328 1.2 -1.0 -1.4 0.00
C -3.752 4.663 0.001 1.5 -2.0 1.1 0.29
H 1.341 1.026 -4.379 0.1 -0.1 1.2 0.00
C 1.897 2.813 -3.288 -1.8 0.1 0.6 0.00
C 1.002 1.577 1.720 -2.2 0.6 -1.0 0.15
C 3.995 -0.589 2.454 -0.4 0.3 -1.2 0.11
S 2.226 1.726 4.037 0.0 -0.5 -0.1 0.01
H 5.402 -2.238 2.242 -0.9 0.5 -0.5 0.00
H -0.879 -4.998 -1.942 0.8 -0.3 -0.2 0.00
H -3.342 1.217 1.713 0.1 0.2 0.2 0.01
Ge -1.422 1.173 -0.709 -0.5 -0.4 0.1 0.21
C 0.198 2.336 2.586 -1.0 0.9 -2.0 0.03
H -4.476 3.126 3.000 0.0 0.0 -0.6 0.00
H 3.040 2.783 -0.889 0.3 0.1 0.6 0.01
C -2.568 2.533 0.202 1.0 1.6 -1.8 0.18
C -4.283 4.448 1.303 -1.5 0.2 1.2 0.12
C -2.760 3.760 -0.463 -0.5 -0.6 0.3 0.04
H -4.635 -3.506 0.419 0.1 0.2 0.4 0.00
C 0.853 -3.040 1.431 0.2 1.8 0.6 0.00
H -4.983 5.208 1.738 0.8 -0.8 -0.5 0.00
C 0.584 -3.116 -0.080 0.8 -1.7 1.5 0.00
N 1.458 0.547 -2.199 -1.5 -1.3 -1.6 0.01
H 0.119 -3.690 1.894 0.3 0.0 0.6 0.00
C 0.156 -4.582 -1.907 -3.1 0.9 0.1 0.00
C 2.919 0.075 1.822 0.9 1.0 -0.1 0.02
H 0.011 -3.607 -2.357 0.6 0.0 -0.4 0.00
C -3.292 2.253 1.375 -0.9 0.1 0.4 0.30
N 0.482 -4.404 -0.541 0.1 3.0 0.1 0.00
H 0.603 4.015 -2.001 0.5 -0.3 0.4 0.00
C -2.964 -2.289 1.079 1.2 -0.2 0.7 0.01
H 1.967 -5.776 0.002 -0.2 0.1 0.4 0.00
H -3.793 -0.213 -2.081 -0.2 1.0 -1.4 0.00
C -4.027 -2.619 0.276 -0.5 -0.1 -1.2 0.02
H -3.984 5.514 -0.551 -0.4 1.4 -0.8 0.01
C 4.171 -1.915 0.484 0.0 -0.9 -0.9 0.10
Rh 1.039 1.072 -0.198 0.4 0.8 -0.3 1.36
C 3.190 -1.136 -0.143 0.2 0.2 1.0 0.03
C 4.556 -1.678 1.772 1.3 0.5 1.3 0.00
H 0.084 1.715 -3.373 0.4 -0.4 0.3 0.00
H -2.220 4.068 -1.361 -0.1 -0.5 0.2 0.00
C 0.692 2.474 3.832 0.2 0.1 1.3 0.20
N 2.607 -0.139 0.496 -0.5 -0.8 1.0 0.12
H 1.498 3.425 -4.115 0.6 -0.3 0.1 0.00
C -4.053 3.278 2.000 0.1 0.4 0.2 0.04
C -3.516 -0.750 -1.235 0.5 -1.7 2.5 0.03
H 4.660 -2.710 -0.076 -0.2 0.1 0.0 0.00
C -2.147 -1.196 0.732 -0.1 -0.5 0.8 0.01
H 0.353 -6.432 -0.241 -0.1 0.0 0.0 0.00
H -1.720 1.464 -2.185 0.4 0.4 -0.2 0.04
H 1.821 3.519 0.020 0.7 0.3 -0.1 0.00
H 2.827 -1.355 -1.117 0.0 -0.2 -0.7 0.00
H 4.485 -0.117 3.293 -0.3 -0.5 0.6 0.00
H -2.721 -2.962 1.935 -0.1 0.9 -0.6 0.00
H 1.882 -3.208 1.780 -0.3 -1.0 -0.5 0.00
C 0.895 -5.576 0.149 0.0 -0.4 1.0 0.00
H 0.598 -5.438 1.190 0.6 -0.6 0.0 0.00
H 2.330 4.488 -2.128 -0.5 0.3 0.0 0.01
H -1.281 -0.984 1.398 -0.6 0.0 -0.7 0.00
H 2.945 2.740 -3.342 1.5 -0.4 -0.7 0.00
H -5.130 -2.112 -1.512 0.2 -0.1 0.3 0.00
C -2.411 -0.431 -0.412 -0.3 -0.4 0.5 0.05
C 1.160 1.470 -3.363 -0.2 0.5 -0.6 0.00
O 0.464 -2.101 -0.759 -0.1 0.6 -0.6 0.02
H -0.656 2.926 2.217 0.2 -0.6 0.5 0.00
```
Forces are in eV/Å.

The HOMO-LUMO gap (alpha / beta) comes out at 7.1 / 3.8 eV. The multiplicity is 5. As for the charge: +3. As for the lowest unoccupied orbital energy (alpha / beta): -8.91 / -12.25 eV. As for the HOMO energy (alpha / beta): -0.58886 / -0.58829 hartree. The energy above the lowest of the compared OMol25 structures with the same formula, charge and spin is 0.0000 eV.

=====

no.,largest force on an atom (hartree/bohr)
1,0.11049
2,0.03442
3,0.06373